No. 1
60
Properties=species:S:1:pos:R:3:mulliken_charge:R:1 method="wB97M-V/def2-TZVPD" charge=+1 homo_lumo_gap_ev=7.6 homo_ev=-12.207
C -0.399 4.248 3.349 -1.34
C -1.099 3.351 2.341 0.55
C -1.263 1.907 2.731 -0.83
N -1.498 3.827 1.191 -0.44
C -0.384 4.413 0.547 -0.48
C -0.247 5.781 0.303 0.20
C 0.891 6.265 -0.310 -0.58
C 1.861 5.383 -0.667 -0.29
N 1.719 4.082 -0.439 0.17
C 0.631 3.576 0.151 -0.03
H -0.504 5.304 3.099 0.35
H -0.795 4.095 4.354 0.47
H 0.672 3.999 3.323 0.32
H -0.973 1.778 3.775 0.45
H -2.277 1.544 2.552 0.31
H -0.548 1.329 2.133 0.09
H -1.047 6.446 0.609 0.55
H 0.981 7.332 -0.456 0.41
H 2.778 5.733 -1.125 0.38
H 2.449 3.430 -0.703 0.17
H 0.580 2.511 0.331 0.51
C -3.191 1.548 -0.850 -1.20
C -2.760 0.119 -1.068 1.13
C -3.773 -0.729 -1.788 -0.60
O -3.436 -2.044 -1.322 -0.33
C -2.904 -1.900 -0.085 0.59
O -2.696 -2.791 0.673 -0.54
O -2.633 -0.590 0.178 -0.27
H -4.178 1.595 -0.386 0.39
H -2.504 2.059 -0.176 -0.01
H -3.226 2.092 -1.795 0.42
H -1.788 0.089 -1.564 -0.23
H -3.694 -0.664 -2.871 0.34
H -4.801 -0.512 -1.488 0.35
C -0.913 -5.042 0.772 -1.58
C 0.505 -5.146 0.274 1.52
C 0.743 -6.261 -0.712 -0.47
O 2.143 -6.517 -0.536 -0.35
C 2.445 -6.190 0.749 0.61
O 3.466 -6.461 1.290 -0.53
O 1.420 -5.509 1.325 -0.40
H -1.270 -6.005 1.144 0.39
H -0.979 -4.339 1.599 0.35
H -1.573 -4.709 -0.023 0.38
H 0.829 -4.184 -0.129 -0.51
H 0.524 -5.978 -1.739 0.33
H 0.193 -7.172 -0.464 0.33
C 3.994 -0.063 -1.395 -1.61
C 2.556 -0.423 -1.111 0.78
C 2.313 -1.894 -0.898 -0.67
O 0.933 -2.018 -1.270 -0.18
C 0.681 -1.055 -2.190 0.51
O -0.302 -1.007 -2.856 -0.56
O 1.709 -0.160 -2.245 -0.37
H 4.395 -0.671 -2.207 0.38
H 4.078 0.979 -1.710 0.36
H 4.611 -0.214 -0.509 0.40
H 2.176 0.168 -0.268 0.11
H 2.472 -2.212 0.130 0.46
H 2.906 -2.524 -1.565 0.33



No. 2
53
Properties=species:S:1:pos:R:3:lowdin_spin:R:1 method="wB97M-V/def2-TZVPD" charge=+2 spin_multiplicity=3 homo_lumo_gap_ev="5.5 / 5.6" relative_energy_kcal_mol=0.0 homo_ev="-13.600 / -13.632"
C -1.368 1.309 -2.437 -0.02
H -2.467 1.287 -2.409 0.00
H -0.993 2.197 -2.954 0.00
H -0.104 -0.343 2.116 0.00
C -0.822 0.019 -3.049 0.00
H 0.175 0.181 -3.475 0.00
H -0.667 -0.794 -2.299 0.00
C -1.719 -0.552 -4.171 0.00
H -1.372 -1.546 -4.469 0.00
H -2.756 -0.627 -3.829 0.00
H -1.699 0.104 -5.050 0.00
C 1.676 0.607 0.882 0.00
C 1.801 0.322 -0.521 0.00
C 1.475 1.524 -1.228 -0.01
C 1.014 2.495 -0.284 -0.01
C 1.141 1.934 1.024 -0.01
C 0.981 2.672 2.311 0.00
C 0.611 3.884 -0.645 0.00
C 1.863 1.838 -2.630 0.00
C 2.356 -0.923 -1.123 0.00
C 2.367 -0.162 1.958 0.00
Pr -0.691 0.613 -0.226 2.05
H 0.280 4.454 0.232 0.00
H 1.451 4.429 -1.106 0.00
H -0.216 3.888 -1.373 0.00
H 0.354 3.566 2.186 0.00
H 0.522 2.052 3.100 0.00
H 1.951 3.019 2.709 0.00
H 2.450 -1.227 1.706 0.00
H 3.395 0.211 2.119 0.00
H 1.854 -0.087 2.929 0.00
H 1.965 -1.081 -2.139 0.00
H 3.457 -0.885 -1.197 0.00
H 2.089 -1.814 -0.535 0.00
H 1.091 2.415 -3.150 0.00
H 2.786 2.443 -2.643 0.00
H 2.060 0.929 -3.210 0.00
N -2.283 1.073 2.277 0.00
C -2.075 -0.264 2.701 0.00
N -0.980 -0.890 2.138 0.00
C -1.039 -2.316 2.118 0.00
C -0.135 -3.111 1.425 0.00
C -0.481 -4.463 1.248 0.00
C -1.700 -4.955 1.747 0.00
C -2.620 -4.097 2.378 0.00
C -2.293 -2.746 2.526 0.00
S -3.367 -1.383 2.958 0.00
H -3.209 1.382 2.563 0.00
H -1.580 1.690 2.702 0.00
H 0.789 -2.678 1.022 0.00
H 0.203 -5.126 0.717 0.00
H -1.941 -6.014 1.623 0.00
H -3.582 -4.456 2.741 0.00



No. 3
56
Properties=species:S:1:pos:R:3:mulliken_charge:R:1 method="wB97M-V/def2-TZVPD" smiles="CCCCCCCNC(=O)[C@H]1CC(=O)N(C)/C(=N/c2ccc(OC)cc2)S1" homo_lumo_gap_ev=8.2 relative_energy_kcal_mol=8.1 homo_ev=-7.886
C 6.121 0.419 -2.157 -1.29
C 5.107 0.510 -1.023 -0.67
C 4.078 -0.621 -1.043 -0.09
C 3.204 -0.684 -2.298 -0.93
C 2.409 0.587 -2.599 -1.00
C 1.406 0.942 -1.506 0.47
C 0.574 2.165 -1.893 -1.10
N -0.371 2.505 -0.853 -0.07
C -1.695 2.293 -0.974 0.18
O -2.249 1.966 -2.000 -0.66
C -2.459 2.493 0.338 -0.14
C -3.950 2.299 0.182 -0.89
C -4.340 0.945 -0.374 0.75
O -5.407 0.793 -0.919 -0.65
N -3.473 -0.120 -0.217 0.02
C -3.816 -1.348 -0.920 -1.16
C -2.289 -0.180 0.476 0.59
N -1.580 -1.216 0.371 -0.33
C -0.405 -1.504 1.027 -0.36
C 0.556 -2.226 0.321 -0.50
C 1.759 -2.572 0.904 -0.23
C 2.019 -2.217 2.225 0.83
O 3.167 -2.501 2.900 -0.46
C 4.177 -3.222 2.238 -0.67
C 1.043 -1.528 2.947 -1.03
C -0.152 -1.177 2.362 -0.13
S -1.849 1.234 1.510 -0.25
H 5.643 0.562 -3.122 0.29
H 6.609 -0.554 -2.155 0.30
H 6.885 1.184 -2.042 0.41
H 4.599 1.474 -1.065 0.24
H 5.639 0.466 -0.069 0.40
H 4.611 -1.573 -0.962 0.48
H 3.436 -0.530 -0.163 0.09
H 3.833 -0.911 -3.160 0.45
H 2.502 -1.513 -2.179 0.28
H 1.867 0.437 -3.535 0.38
H 3.092 1.425 -2.751 0.32
H 0.738 0.097 -1.330 -0.14
H 1.930 1.152 -0.570 0.34
H -0.009 1.965 -2.794 0.39
H 1.227 3.025 -2.075 0.34
H 0.009 2.671 0.067 0.33
H -2.222 3.463 0.780 0.53
H -4.366 3.041 -0.504 0.35
H -4.445 2.420 1.150 0.34
H -3.840 -2.179 -0.217 0.34
H -3.065 -1.551 -1.683 0.31
H -4.791 -1.206 -1.379 0.40
H 0.350 -2.502 -0.702 0.45
H 2.482 -3.123 0.323 0.33
H 3.827 -4.210 1.924 0.33
H 4.980 -3.339 2.964 0.27
H 4.555 -2.675 1.368 0.16
H 1.246 -1.284 3.978 0.46
H -0.910 -0.676 2.946 0.63



No. 4
57
Properties=species:S:1:pos:R:3:mulliken_charge:R:1 method="wB97M-V/def2-TZVPD" smiles="O=C(O[C@H]1C[C@H]2CC[C@@H](C1)N2)c1ccccc1.CNC(=O)[C@H](CS)NC(C)=O" homo_lumo_gap_ev=9.2 relative_energy_kcal_mol=21.2 homo_ev=-9.021
O -0.751 3.081 -1.517 -0.64
C 0.323 2.483 -1.520 -0.09
O 0.841 1.808 -2.591 -0.30
C 0.053 1.816 -3.801 -0.13
C 0.972 1.589 -5.018 -1.14
C 1.243 0.107 -5.310 -0.01
C 1.821 -0.731 -4.172 -0.73
C 0.598 -1.223 -3.391 -0.41
C -0.602 -0.645 -4.138 -0.06
C -1.073 0.759 -3.739 -0.97
N -0.074 -0.502 -5.496 -0.63
C 1.092 2.475 -0.253 0.49
C 0.699 3.272 0.844 -0.20
C 1.419 3.255 2.043 -0.67
C 2.548 2.443 2.170 -0.23
C 2.956 1.651 1.094 -0.84
C 2.235 1.666 -0.107 0.06
H -0.406 2.804 -3.930 0.56
H 1.919 2.114 -4.863 0.36
H 0.494 2.027 -5.900 0.47
H 1.868 0.024 -6.206 0.51
H 2.381 -1.581 -4.573 0.39
H 2.493 -0.139 -3.544 0.17
H 0.618 -0.885 -2.350 -0.02
H 0.560 -2.317 -3.399 0.43
H -1.452 -1.335 -4.096 0.52
H -1.871 1.062 -4.424 0.43
H -1.504 0.728 -2.734 0.36
H 0.016 -1.416 -5.940 0.29
H -0.179 3.911 0.769 0.44
H 1.094 3.871 2.878 0.39
H 3.107 2.432 3.102 0.41
H 3.838 1.024 1.188 0.41
H 2.570 1.042 -0.932 0.40
C -4.137 -0.846 4.630 -0.95
N -2.799 -1.178 4.145 -0.04
C -1.819 -0.286 3.956 0.15
O -1.977 0.910 4.193 -0.71
C -0.454 -0.781 3.428 0.25
C -0.082 -0.095 2.104 -0.60
S -1.158 -0.638 0.741 -0.20
N -0.352 -2.233 3.231 -0.20
C -0.202 -3.117 4.215 0.77
C -0.085 -4.569 3.816 -1.21
O -0.167 -2.799 5.394 -0.63
H -4.768 -1.736 4.634 0.34
H -4.585 -0.088 3.984 0.31
H -4.068 -0.444 5.643 0.30
H -2.576 -2.145 3.979 0.18
H 0.278 -0.484 4.182 0.36
H 0.958 -0.309 1.857 0.40
H -0.190 0.983 2.236 0.28
H -1.103 0.497 0.028 0.04
H -0.392 -2.567 2.280 0.15
H 0.702 -4.681 3.073 0.34
H 0.164 -5.157 4.699 0.34
H -1.035 -4.909 3.408 0.30



No. 5
58
Properties=species:S:1:pos:R:3:mulliken_charge:R:1 method="wB97M-V/def2-TZVPD" smiles="CCOc1ccc(CCNC(=O)CN2C(=O)N[C@H](CCSC)C2=O)cc1OCC" homo_lumo_gap_ev=8.6 relative_energy_kcal_mol=1.5 homo_ev=-8.034
C 4.914 0.803 -0.510 -1.10
C 4.108 -0.402 -0.977 -0.20
O 3.283 -0.937 0.047 -0.46
C 2.358 -0.114 0.652 0.18
C 2.248 -0.229 2.031 -0.28
C 1.276 0.452 2.734 -0.95
C 0.400 1.303 2.075 0.28
C -0.644 2.023 2.892 -1.07
C -1.692 2.820 2.116 -1.22
N -2.570 1.972 1.342 0.04
C -2.729 2.094 0.019 0.62
O -2.154 2.910 -0.674 -0.68
C -3.752 1.109 -0.576 -1.12
N -3.342 -0.274 -0.479 0.26
C -3.387 -1.029 0.701 0.28
O -3.700 -0.594 1.784 -0.72
N -3.062 -2.295 0.372 -0.16
C -2.662 -2.425 -1.005 0.16
C -1.199 -2.838 -1.219 -0.80
C -0.242 -2.007 -0.376 0.43
S -0.158 -2.579 1.358 -0.02
C 1.339 -3.600 1.265 -0.67
C -2.915 -1.018 -1.544 0.32
O -2.771 -0.632 -2.674 -0.65
C 0.523 1.449 0.701 0.63
C 1.470 0.737 -0.029 -0.08
O 1.562 0.792 -1.390 -0.30
C 0.677 1.627 -2.118 0.16
C 1.020 1.480 -3.592 -1.61
H 5.593 1.118 -1.298 0.41
H 5.491 0.550 0.377 0.32
H 4.250 1.629 -0.267 0.24
H 3.510 -0.138 -1.855 0.06
H 4.774 -1.231 -1.234 0.43
H 2.934 -0.890 2.538 0.50
H 1.199 0.321 3.803 0.40
H -1.160 1.283 3.510 0.43
H -0.135 2.713 3.571 0.45
H -1.227 3.530 1.429 0.47
H -2.299 3.385 2.834 0.41
H -3.048 1.221 1.831 0.28
H -4.707 1.231 -0.058 0.38
H -3.866 1.336 -1.639 0.43
H -2.816 -2.971 1.077 0.37
H -3.314 -3.132 -1.535 0.27
H -1.078 -3.897 -0.981 0.40
H -0.977 -2.693 -2.278 0.37
H 0.771 -2.053 -0.768 0.61
H -0.554 -0.964 -0.343 -0.97
H 1.514 -3.985 2.264 0.39
H 1.181 -4.421 0.572 0.28
H 2.172 -2.977 0.951 0.06
H -0.137 2.111 0.171 0.29
H 0.794 2.672 -1.803 0.39
H -0.364 1.327 -1.946 -0.03
H 2.049 1.780 -3.771 0.35
H 0.356 2.105 -4.180 0.47
H 0.897 0.445 -3.901 0.31



No. 6
57
Properties=species:S:1:pos:R:3:mulliken_charge:R:1 method="wB97M-V/def2-TZVPD" charge=+1 homo_lumo_gap_ev=7.6 homo_ev=-10.713
C -4.731 2.469 1.803 -0.74
C -3.215 1.971 2.260 0.59
C -2.586 2.525 3.689 -0.51
C -1.069 1.942 4.080 -0.47
C -0.232 0.870 3.143 -0.43
C -0.948 0.398 1.715 0.21
C -0.218 -0.652 0.638 -0.37
S 1.209 0.262 -0.161 0.25
O 1.250 1.855 0.456 -0.54
C -2.446 0.941 1.242 -0.43
H -4.967 3.526 2.258 0.34
H -5.488 1.628 2.179 0.27
H -4.787 2.607 0.620 -0.05
H -3.137 3.281 4.405 0.32
H -0.596 2.345 5.096 0.28
H 0.843 0.466 3.417 0.31
H -1.007 -0.947 -0.205 0.20
H 0.082 -1.601 1.254 0.44
H 2.381 -0.405 0.253 0.23
H 1.768 2.454 -0.158 0.37
H -2.918 0.577 0.213 0.16
C -3.401 -1.900 3.767 -0.20
C -4.834 -1.684 3.509 0.30
N -5.967 -1.514 3.305 -0.40
H -2.784 -1.130 3.291 -0.16
H -3.175 -1.878 4.839 0.28
H -3.062 -2.868 3.385 0.27
C 2.356 -3.841 -1.478 -1.18
C 2.063 -2.479 -1.000 0.86
N 1.831 -1.404 -0.623 -0.29
H 1.463 -4.476 -1.463 0.37
H 2.731 -3.836 -2.507 0.27
H 3.114 -4.333 -0.860 0.32
C 5.725 1.414 -0.604 -0.84
C 4.722 1.039 0.406 0.54
N 3.929 0.742 1.205 -0.47
H 6.527 2.022 -0.171 0.32
H 6.194 0.534 -1.055 0.23
H 5.281 1.997 -1.418 0.27
C -0.603 -0.502 -3.876 -0.75
C -1.695 -0.543 -2.889 0.50
N -2.558 -0.574 -2.109 -0.46
H -0.469 0.503 -4.289 0.28
H 0.353 -0.801 -3.434 0.15
H -0.795 -1.176 -4.718 0.34
C -4.200 4.343 -1.532 -0.71
C -3.197 4.087 -2.579 0.36
N -2.405 3.885 -3.407 -0.42
H -4.932 3.531 -1.465 0.24
H -3.738 4.442 -0.544 0.21
H -4.758 5.266 -1.722 0.34
C 6.278 -4.676 -3.184 -0.80
C 5.985 -3.314 -2.706 0.39
N 5.754 -2.239 -2.328 -0.40
H 5.386 -5.311 -3.168 0.26
H 6.654 -4.671 -4.213 0.29
H 7.036 -5.168 -2.565 0.28



No. 7
67
Properties=species:S:1:pos:R:3:lowdin_spin:R:1 method="wB97M-V/def2-TZVPD" charge=+1 spin_multiplicity=2 homo_lumo_gap_ev="9.8 / 6.2" relative_energy_kcal_mol=59.3 homo_ev="-11.271 / -11.072"
Ag -0.336 -1.410 1.071 0.02
I -2.937 -2.668 0.635 0.94
C 0.648 3.938 -1.597 0.00
C 1.828 3.234 -0.946 0.00
C 2.252 3.793 0.432 0.00
O 1.927 2.753 1.267 0.00
C 1.458 1.698 0.615 0.00
O 1.109 0.614 1.074 0.00
O 1.370 1.937 -0.631 0.00
H -0.164 4.137 -0.898 0.00
H 0.192 3.441 -2.453 0.00
H 1.005 4.942 -1.825 0.00
H 2.672 3.030 -1.607 0.00
H 1.723 4.702 0.717 0.00
H 3.333 3.920 0.503 0.00
C 2.213 -6.516 -2.911 0.00
C 2.096 -6.122 -1.463 0.00
C 3.262 -5.181 -1.057 0.00
O 2.593 -4.197 -0.280 0.00
C 1.281 -4.246 -0.497 0.00
O 0.486 -3.435 -0.048 0.01
O 0.977 -5.295 -1.274 0.00
H 2.583 -5.706 -3.540 0.00
H 1.247 -6.751 -3.357 0.00
H 2.812 -7.425 -2.958 0.00
H 1.930 -6.954 -0.778 0.00
H 3.528 -4.695 -1.996 0.00
H 4.032 -5.727 -0.511 0.00
C -3.995 4.433 0.663 0.00
C -4.262 3.037 0.095 0.00
C -3.824 2.937 -1.270 0.00
O -2.769 2.048 -1.264 0.00
C -2.533 1.562 -0.095 0.00
O -1.706 0.677 0.141 0.01
O -3.466 2.065 0.751 0.00
H -4.171 4.330 1.734 0.00
H -4.762 5.095 0.261 0.00
H -3.021 4.903 0.529 0.00
H -5.327 2.830 0.197 0.00
H -3.442 3.856 -1.714 0.00
H -4.637 2.659 -1.940 0.00
C -3.423 -0.456 6.653 0.00
C -2.966 0.620 5.649 0.00
C -1.558 1.227 5.897 0.00
O -0.952 1.138 4.658 0.00
C -1.630 0.309 3.847 0.00
O -1.273 -0.032 2.707 0.01
O -2.751 -0.102 4.439 0.00
H -4.300 -1.000 6.303 0.00
H -3.704 0.003 7.601 0.00
H -2.655 -1.197 6.872 0.00
H -3.795 1.311 5.497 0.00
H -1.052 0.616 6.644 0.00
H -1.563 2.201 6.386 0.00
C 3.940 -1.670 -4.268 0.00
C 3.111 -0.661 -3.374 0.00
C 1.939 -0.021 -4.220 0.00
O 0.838 -0.282 -3.354 0.00
C 1.221 -0.896 -2.177 0.00
O 0.487 -0.989 -1.181 0.00
O 2.460 -1.433 -2.343 0.00
H 4.440 -1.179 -5.103 0.00
H 3.418 -2.538 -4.672 0.00
H 4.808 -1.955 -3.674 0.00
H 3.855 0.089 -3.106 0.00
H 1.750 -0.394 -5.227 0.00
H 2.151 1.048 -4.227 0.00



No. 8
59
Properties=species:S:1:pos:R:3:lowdin_spin:R:1 method="wB97M-V/def2-TZVPD" charge=+3 spin_multiplicity=2 homo_lumo_gap_ev="6.0 / 6.1" homo_ev="-16.466 / -16.837"
Ir 0.234 -0.497 0.883 0.03
C 2.056 -0.286 -3.036 0.00
C 1.476 0.038 -1.704 0.00
N 0.440 -0.542 -1.202 0.01
N -0.274 -1.469 -1.915 0.00
C -1.235 -2.168 -1.272 0.00
N -2.072 -2.892 -1.986 0.00
S -1.346 -2.189 0.440 0.00
C 2.047 1.081 -0.818 0.00
C 2.939 2.033 -1.268 0.00
C 3.391 3.010 -0.384 0.00
C 2.935 2.999 0.920 0.00
C 2.039 2.009 1.308 0.00
N 1.600 1.084 0.461 0.01
H 1.968 -1.355 -3.237 0.00
H 3.110 -0.027 -3.065 0.00
H 1.559 0.261 -3.843 0.00
H -0.190 -1.486 -2.923 0.00
H -2.072 -2.906 -2.996 0.00
H -2.766 -3.458 -1.519 0.00
H 3.275 2.030 -2.295 0.00
H 4.098 3.758 -0.717 0.00
H 3.266 3.738 1.636 0.00
H 1.671 1.938 2.323 0.00
C -3.180 1.041 4.012 0.00
As -1.409 1.614 3.569 0.00
C -1.503 2.906 2.153 0.00
C -0.598 2.416 5.105 0.00
S -0.174 -0.137 3.171 0.00
H -3.680 1.846 4.551 0.00
H -3.115 0.158 4.645 0.00
H -3.729 0.810 3.101 0.00
H -2.095 3.746 2.516 0.00
H -1.991 2.472 1.283 0.00
H -0.504 3.255 1.898 0.00
H -1.233 3.224 5.466 0.00
H 0.382 2.802 4.833 0.00
H -0.492 1.658 5.879 0.00
C 4.058 -5.386 5.669 0.03
C 3.596 -4.524 4.554 0.16
C 2.226 -4.373 4.268 0.03
C 1.774 -3.580 3.248 0.06
C 0.311 -3.549 2.950 0.00
C 2.748 -2.873 2.460 0.20
Se 2.363 -1.779 1.015 0.34
C 4.161 -3.041 2.710 0.06
C 5.246 -2.401 1.886 0.01
C 4.532 -3.853 3.748 0.02
H 3.236 -5.784 6.258 0.00
H 4.739 -4.833 6.320 0.01
H 4.642 -6.222 5.271 0.01
H 1.509 -4.917 4.869 0.00
H -0.255 -3.946 3.789 0.00
H 0.098 -4.170 2.076 0.00
H -0.044 -2.544 2.739 0.00
H 4.898 -1.600 1.242 0.00
H 5.718 -3.157 1.255 0.00
H 6.021 -1.998 2.537 0.00
H 5.588 -3.980 3.958 0.00



Number 1: E -42611.1765 eV, largest force on an atom 2.55 eV Å⁻¹. Number 2: E -49078.4831 eV, largest force on an atom 3.60 eV Å⁻¹. Number 3: E -42659.6636 eV, largest force on an atom 1.20 eV Å⁻¹. Number 4: E -44707.7188 eV, largest force on an atom 2.08 eV Å⁻¹. Number 5: E -46755.7575 eV, largest force on an atom 0.67 eV Å⁻¹. Number 6: E -43012.6693 eV, largest force on an atom 9.39 eV Å⁻¹. Number 7: E -64032.5333 eV, largest force on an atom 4.90 eV Å⁻¹. Number 8: E -177857.4828 eV, largest force on an atom 1.79 eV Å⁻¹.